ORCA calculation (the ωB97M-V functional and the def2-TZVPD basis) on a structure of composition C5H3NiO3.

The geometry in XYZ format:
```
12
Properties=species:S:1:pos:R:3:forces:R:3:lowdin_charge:R:1
C 1.417835 0.328187 -1.210726 -0.144 2.158 1.507 0.30
C 1.946705 -0.794060 -1.550667 1.955 -4.525 -2.690 0.04
O 2.370598 -1.778985 -2.026442 -1.116 2.739 1.509 0.41
C 0.991427 1.278793 -0.184706 -0.367 0.186 -1.506 -0.04
C -0.002911 0.471704 0.576377 -3.022 -0.706 1.278 -0.11
O -1.205673 0.427997 0.258460 4.312 0.886 -0.583 -0.01
C -2.262587 -2.474628 0.850198 -0.956 0.852 0.338 0.18
O -2.938710 -1.578741 1.082892 0.708 -1.566 -0.175 0.00
Ni -2.863316 0.429072 0.924591 -2.115 0.151 0.720 0.69
H 1.794541 1.654244 0.464566 0.151 -0.126 -0.285 0.18
H 0.430167 2.107719 -0.663030 0.445 -0.089 0.097 0.18
H 0.321924 -0.071302 1.478488 0.147 0.040 -0.209 0.18
```
Forces are in eV/Å.

Relative energy (zero: lowest compared OMol25 entry of this formula, charge and spin): 0.323 eV
Spin multiplicity: 4
E_HOMO (spin up / spin down): -0.67881 / -0.64323 Eh
LUMO level (spin up / spin down): -9.47 / -12.79 eV
Charge: +2
⟨S²⟩: 3.788